{
  "formula": "C37H93F3O35S11",
  "method": "ωB97M-V/def2-TZVPD",
  "homo_ev": -10.906,
  "fmax_ha_per_bohr": 0.0873,
  "energy_ev": -238869.9687,
  "smiles": "CCOC(=O)C(F)(F)F.CCOS(C)(=O)=O.CCOS(C)(=O)=O.CCOS(C)(=O)=O.CCOS(C)(=O)=O.CCOS(C)(=O)=O.CCOS(C)(=O)=O.CCOS(C)(=O)=O.CCOS(C)(=O)=O.CCOS(C)(=O)=O.CCOS(C)(=O)=O.CCOS(C)(=O)=O",
  "lumo_ev": -0.201,
  "relative_energy_kcal_mol": 64.1,
  "charge": 0,
  "orbital_gap_ha": 0.393,
  "elements": ["C", "C", "O", "C", "O", "C", "F", "F", "F", "H", "H", "H", "H", "H", "C", "C", "O", "S", "C", "O", "O", "H", "H", "H", "H", "H", "H", "H", "H", "C", "C", "O", "S", "C", "O", "O", "H", "H", "H", "H", "H", "H", "H", "H", "C", "C", "O", "S", "C", "O", "O", "H", "H", "H", "H", "H", "H", "H", "H", "C", "C", "O", "S", "C", "O", "O", "H", "H", "H", "H", "H", "H", "H", "H", "C", "C", "O", "S", "C", "O", "O", "H", "H", "H", "H", "H", "H", "H", "H", "C", "C", "O", "S", "C", "O", "O", "H", "H", "H", "H", "H", "H", "H", "H", "C", "C", "O", "S", "C", "O", "O", "H", "H", "H", "H", "H", "H", "H", "H", "C", "C", "O", "S", "C", "O", "O", "H", "H", "H", "H", "H", "H", "H", "H", "C", "C", "O", "S", "C", "O", "O", "H", "H", "H", "H", "H", "H", "H", "H", "C", "C", "O", "S", "C", "O", "O", "H", "H", "H", "H", "H", "H", "H", "H", "C", "C", "O", "S", "C", "O", "O", "H", "H", "H", "H", "H", "H", "H", "H"],
  "positions_angstrom": [[2.13407, 0.95524, -0.34654], [1.67744, -0.44964, -0.01542], [0.33439, -0.61348, -0.41604], [-0.44315, -1.70441, -0.03939], [-0.01569, -2.72820, 0.42367], [-1.94919, -1.53419, -0.33557], [-2.22543, -2.40947, -1.33397], [-2.61065, -1.82554, 0.82781], [-2.24042, -0.24558, -0.67720], [1.71850, 1.65691, 0.37668], [2.00755, 1.23683, -1.39191], [3.19459, 0.99831, -0.09845], [1.77365, -0.69909, 1.04129], [2.30840, -1.11370, -0.60616], [5.65271, 1.66934, 1.56354], [5.97400, 3.22393, 1.40057], [5.64111, 3.88851, 2.57570], [4.09137, 4.29772, 2.99894], [4.11025, 5.92813, 2.20512], [3.16832, 3.37987, 2.29294], [4.09814, 4.48893, 4.45787], [4.60525, 1.56867, 1.84778], [6.15359, 1.16335, 2.38888], [5.71001, 1.12626, 0.62021], [7.00113, 3.36507, 1.06416], [5.38408, 3.62518, 0.57649], [3.10012, 6.31978, 2.32479], [4.20326, 5.80397, 1.12621], [4.82447, 6.58974, 2.69529], [-0.92065, 3.15543, 0.56188], [-0.32718, 4.41167, 1.22228], [-1.34715, 4.84593, 2.07171], [-1.99933, 6.37297, 1.77239], [-0.48882, 7.40581, 2.05772], [-2.39994, 6.50058, 0.34593], [-2.93609, 6.58447, 2.89142], [-1.32375, 2.44370, 1.28232], [-0.21287, 2.73154, -0.15049], [-1.73745, 3.46608, -0.08961], [0.66401, 4.44222, 1.67471], [-0.23261, 5.14662, 0.42290], [-0.75866, 8.40878, 1.72705], [0.42408, 7.09051, 1.55246], [-0.15503, 7.36754, 3.09464], [-0.85285, -5.47224, -3.76325], [-0.07125, -4.12170, -3.83643], [-0.09097, -3.58145, -5.21082], [-1.01430, -2.27079, -5.51329], [-2.65214, -3.01592, -5.24481], [-0.77892, -1.25834, -4.47913], [-0.94469, -1.92295, -6.90587], [-0.48397, -6.00276, -4.64108], [-1.92836, -5.30009, -3.72138], [-0.58818, -6.13939, -2.94291], [-0.52126, -3.39867, -3.15611], [0.97052, -4.20629, -3.52711], [-3.40883, -2.36192, -5.67815], [-2.82859, -2.97705, -4.16989], [-2.67462, -4.00421, -5.70403], [-2.06632, -7.99005, 5.75517], [-1.96295, -6.91262, 4.71091], [-3.24751, -6.80188, 4.17442], [-3.72240, -5.24609, 3.62373], [-2.32764, -4.68915, 2.53795], [-4.92354, -5.40706, 2.85238], [-3.66458, -4.33268, 4.75352], [-2.03400, -8.96225, 5.26338], [-2.92261, -7.79808, 6.40172], [-1.23466, -7.80576, 6.43522], [-1.58717, -5.96196, 5.08923], [-1.24756, -7.25151, 3.96158], [-1.56075, -4.65245, 3.31167], [-2.50005, -3.64629, 2.27186], [-2.13162, -5.39935, 1.73465], [2.67405, -1.12316, -3.66047], [4.04557, -0.37048, -3.76572], [4.68214, -0.74049, -4.97509], [6.15029, 0.02534, -5.23773], [5.52038, 1.72819, -5.77417], [6.81486, 0.12215, -3.92776], [6.82628, -0.69492, -6.37221], [2.02149, -0.79441, -4.46930], [2.14193, -0.93257, -2.72848], [2.77500, -2.20785, -3.62341], [3.93292, 0.70467, -3.62626], [4.70155, -0.62149, -2.93219], [6.36690, 2.41478, -5.78501], [4.86078, 2.00393, -4.95137], [4.91609, 1.62054, -6.67491], [2.43675, 0.92623, 5.34126], [1.24738, 0.39493, 4.46845], [0.47029, -0.49839, 5.28300], [-0.58994, -1.45215, 4.50489], [-1.99645, -1.27848, 5.71853], [-0.94724, -0.80159, 3.22485], [-0.04600, -2.81504, 4.48685], [3.00837, 1.66182, 4.77534], [3.05386, 0.06439, 5.59525], [2.03052, 1.41055, 6.22924], [0.60335, 1.23166, 4.19788], [1.59268, -0.08068, 3.55049], [-1.73197, -1.53192, 6.74514], [-2.86224, -1.82275, 5.34132], [-2.28891, -0.23182, 5.63440], [4.76925, -2.22451, 3.16181], [3.56969, -2.99312, 2.45743], [3.77121, -3.08742, 1.06660], [4.16049, -4.61957, 0.43430], [2.51195, -5.53252, 0.78519], [4.31000, -4.45494, -1.01682], [5.25572, -5.20929, 1.22103], [5.65553, -2.85172, 3.06588], [4.57765, -1.98476, 4.20771], [4.96490, -1.28869, 2.63830], [3.23112, -3.86285, 3.02048], [2.74390, -2.28341, 2.50727], [2.69616, -6.57773, 0.53678], [1.87639, -5.10912, 0.00743], [2.18743, -5.26090, 1.78968], [-8.16191, -6.80592, -2.13314], [-6.61950, -6.73194, -2.04008], [-6.18166, -5.97911, -0.88527], [-4.77953, -5.05874, -0.96372], [-5.52832, -3.54286, -0.11631], [-3.78086, -5.58308, -0.00290], [-4.41775, -4.74253, -2.34783], [-8.52673, -7.39479, -2.97470], [-8.59320, -5.80849, -2.21809], [-8.47451, -7.19188, -1.16287], [-6.32873, -7.77986, -2.11370], [-6.23780, -6.25893, -2.94487], [-6.52371, -3.39720, -0.53593], [-4.94634, -2.70615, -0.50272], [-5.56677, -3.73521, 0.95589], [4.02707, 4.98774, -6.10318], [3.60927, 5.38190, -4.73446], [4.34781, 4.40722, -3.89730], [4.00372, 4.25769, -2.28229], [2.17157, 4.46774, -2.25810], [4.33944, 2.89580, -1.80188], [4.57962, 5.39672, -1.60757], [3.63084, 5.65440, -6.86912], [3.76518, 3.96197, -6.36260], [5.11551, 4.95006, -6.14787], [3.97791, 6.37181, -4.46559], [2.53047, 5.46628, -4.60348], [1.95603, 5.53136, -2.15635], [1.85299, 3.89079, -1.38991], [1.82421, 3.99596, -3.17726], [-0.77208, 1.93672, -2.80112], [-2.04948, 2.08290, -3.59391], [-2.81814, 3.24768, -3.15752], [-2.43589, 4.71047, -3.72616], [-3.88043, 5.55013, -3.06133], [-1.19077, 5.15200, -3.11974], [-2.53913, 4.67764, -5.15475], [-0.07904, 2.77603, -2.85900], [-0.23925, 1.07551, -3.20426], [-1.04396, 1.74744, -1.76268], [-1.98109, 2.15521, -4.67936], [-2.70597, 1.21486, -3.53376], [-4.69407, 4.84855, -3.24546], [-3.93531, 6.46252, -3.65517], [-3.86859, 5.80354, -2.00126], [-4.47425, 1.69458, 1.33888], [-3.90454, 1.62922, 2.74307], [-4.81885, 2.09893, 3.70096], [-4.24430, 2.57821, 5.14084], [-4.06935, 4.42352, 4.83577], [-5.32114, 2.46904, 6.12218], [-2.87087, 2.00806, 5.37463], [-5.53376, 1.51615, 1.52245], [-3.96480, 0.97020, 0.70339], [-4.37770, 2.66198, 0.84602], [-3.39598, 0.68535, 2.93948], [-3.15451, 2.41136, 2.86059], [-3.21687, 4.72744, 5.44324], [-4.95291, 4.93630, 5.21587], [-3.85200, 4.43193, 3.76770]]
}